Here is a structure of composition C24H36AsCsF6N4O4S2 at a distorted geometry from the OMol25 dataset. Energies are from wB97M-V/def2-TZVPD.

Properties
Calculated total energy in eV: -138983.700
ΔE to the lowest compared entry with this formula, charge and spin in kJ/mol: 269.0
2S+1: 1
LUMO in eV: -0.6138
Frontier orbital gap in Ha: 0.2589

Positions of all 78 atoms, in Å:
1 Cs 28.8113 14.8423 -1.2543
2 As 25.7282 17.0784 -3.5085
3 F 25.8736 18.8143 -3.1871
4 F 24.1763 16.8401 -2.5688
5 F 25.6928 15.3853 -4.0168
6 F 27.2706 17.1271 -4.4794
7 F 26.6293 16.4909 -2.0495
8 F 24.9459 17.5213 -5.1272
9 C 29.0028 20.7796 -1.3207
10 C 29.9590 21.0214 -0.0582
11 C 30.7858 19.7702 0.2994
12 S 29.7033 18.3336 -0.2698
13 O 29.0902 17.6598 0.8798
14 O 30.1658 17.5635 -1.4222
15 C 28.3809 19.4071 -0.9924
16 H 29.5204 20.7629 -2.2798
17 H 28.3015 21.6074 -1.4260
18 H 29.2617 21.4535 0.6595
19 H 30.6333 21.8702 -0.1721
20 H 30.7121 19.6223 1.3768
21 H 31.7720 19.4309 -0.0173
22 H 27.5575 19.5129 -0.2862
23 H 27.8974 18.8617 -1.8029
24 C 23.0099 20.2893 -4.3624
25 C 22.6142 21.5012 -3.7001
26 C 21.0323 21.6506 -3.5836
27 S 20.4972 21.2813 -5.3304
28 O 20.7566 22.4022 -6.1184
29 O 19.1967 20.6447 -5.2989
30 C 22.0044 20.1643 -5.5195
31 H 22.8376 19.5341 -3.5955
32 H 24.0663 20.4732 -4.5576
33 H 22.8988 22.3709 -4.2924
34 H 22.9707 21.6156 -2.6764
35 H 20.7807 22.6450 -3.2150
36 H 20.7170 20.7822 -3.0050
37 H 22.1723 20.1980 -6.5960
38 H 21.7623 19.1074 -5.6315
39 N 25.7340 17.8147 -7.7044
40 C 26.9051 18.5290 -7.8762
41 C 27.1544 18.5297 -9.2552
42 C 26.0716 17.7879 -9.8487
43 C 25.1976 17.4786 -8.9044
44 H 25.3058 17.6078 -6.8134
45 H 27.5463 18.8179 -7.0565
46 H 27.9627 18.9862 -9.8073
47 H 25.8837 17.9342 -10.9021
48 H 24.2257 17.0277 -9.0402
49 N 25.7658 13.1305 -0.4708
50 C 26.1200 13.3445 0.8572
51 C 25.7834 14.5959 1.1719
52 C 24.9812 15.0621 0.1347
53 C 25.0030 14.1648 -0.9311
54 H 25.9488 12.2481 -0.9269
55 H 26.6966 12.5213 1.2525
56 H 26.2456 15.0231 2.0494
57 H 24.6410 16.0836 0.2194
58 H 24.5117 14.1603 -1.8928
59 N 21.4362 17.1012 -2.8769
60 C 21.2727 15.7881 -3.3041
61 C 20.1587 15.6830 -4.1790
62 C 19.5971 17.0005 -4.2001
63 C 20.4093 17.7648 -3.4306
64 H 22.2217 17.3918 -2.3124
65 H 21.9451 15.0299 -2.9307
66 H 19.7185 14.8234 -4.6624
67 H 18.7032 17.4933 -4.5531
68 H 20.2892 18.8027 -3.1571
69 N 29.6509 15.9486 -5.3902
70 C 30.0922 14.9433 -6.1576
71 C 31.0559 14.3690 -5.4431
72 C 31.3010 15.0654 -4.1992
73 C 30.3071 16.1055 -4.1434
74 H 28.9577 16.6261 -5.6741
75 H 29.7332 14.8321 -7.1701
76 H 31.6837 13.6535 -5.9534
77 H 32.0272 14.8230 -3.4375
78 H 30.0437 16.8793 -3.4375